[1]
An isolated ion of composition C5H12NOS and charge -1 at a distorted geometry. Source: the OMol25 dataset; level of theory: ωB97M-V/def2-TZVPD.

Geometry as XYZ:
```
20
Properties=species:S:1:pos:R:3
O -0.283 -3.752 -1.757
C -0.157 -3.131 -0.483
C 0.842 -1.956 -0.327
C 0.313 -0.569 -0.887
N -0.538 -0.276 0.344
C 0.174 0.741 1.286
C 0.521 2.187 0.594
S -0.518 3.588 0.737
H 0.331 -3.176 -2.266
H -0.091 -3.931 0.334
H -1.198 -2.878 -0.192
H 1.205 -2.027 0.738
H 1.739 -2.318 -0.841
H 1.253 0.108 -0.954
H -0.151 -0.389 -1.936
H -1.462 0.087 -0.034
H 1.104 0.156 1.592
H -0.419 0.874 2.205
H 1.592 2.421 0.624
H 0.262 1.980 -0.513
```

Properties
SMILES   OCCCNCC[S-]
Total charge   -1



[2]
A 2-piece molecular cluster, C5H12NS overall at a distorted geometry. Source: the OMol25 dataset; level of theory: ωB97M-V/def2-TZVPD.

Geometry as XYZ:
```
19
Properties=species:S:1:pos:R:3
C 0.154 -0.995 1.144
C 1.354 -0.101 1.305
S 2.788 -0.801 1.815
C -1.117 -0.233 0.760
N -1.018 0.421 -0.495
C 2.008 0.445 -1.313
C -2.325 0.550 -1.047
H 0.005 -1.525 2.084
H 0.383 -1.626 0.276
H 1.556 0.295 -0.301
H 1.275 0.910 1.701
H -1.257 0.544 1.559
H -1.891 -1.024 0.684
H 1.675 1.400 -1.692
H 3.089 0.316 -1.258
H 1.584 -0.415 -1.830
H -2.908 1.249 -0.376
H -2.376 0.942 -2.064
H -2.978 -0.350 -0.954
```

Properties
Total charge   -1



For the records above, the corresponding frontier orbital gap values read 0.1977 0.1754 hartree.
For the records above, the corresponding E values read -19750.6068 -17701.9997 eV.
For the records above, the corresponding energy above the lowest of the compared OMol25 structures with the same formula, charge and spin values read 83.6 87.4 kcal/mol.